# C28H49F2N3O5PS

An isolated ion of composition C28H49F2N3O5PS and charge +1 (wB97M-V/def2-TZVPD, OMol25).

Properties
- Kohn-Sham gap: 0.3795 Eh
- SMILES: CCOCC[C@H]1[C@@H](c2cccnc2)[C@H](S(=O)(=O)F)[C@](C[C@@H](C)F)([PH2]=N)[N@@+]1(CCCCCCOC(C)=O)[C@@H](C)CC
- LUMO energy: -1.9 eV
- Energy relative to the best compared isomer or geometry (same formula, charge and spin): 0.00 kcal per mole
- HOMO: -0.4505 Ha

ORCA input file:
```
! RIJCOSX wB97M-V def2-TZVPD def2/J DEFGRID3
* xyz 1 1
C -1.95 6.49 1.07
C -1.13 5.23 1.20
O -1.75 4.21 0.43
C -0.90 3.12 0.15
C -1.80 1.99 -0.37
C -1.81 0.70 0.44
C -3.19 0.03 0.70
C -4.37 0.39 -0.19
C -5.14 1.49 0.19
C -6.23 1.86 -0.56
C -6.56 1.10 -1.68
N -5.86 0.03 -2.04
C -4.81 -0.31 -1.31
C -2.87 -1.46 0.80
S -3.89 -2.25 2.06
O -4.19 -1.37 3.13
O -3.43 -3.58 2.23
F -5.16 -2.32 1.14
C -1.31 -1.64 0.89
C -1.02 -3.04 0.28
C 0.36 -3.70 0.31
C 0.29 -5.20 0.46
F 1.02 -3.37 -0.89
P -0.78 -1.73 2.70
N -1.26 -0.67 3.73
N -0.76 -0.38 0.13
C 0.52 0.15 0.78
C 1.85 -0.56 0.62
C 3.00 0.40 1.02
C 3.79 1.04 -0.12
C 4.62 0.00 -0.89
C 6.08 0.05 -0.49
O 6.82 -0.88 -1.29
C 7.65 -1.72 -0.57
C 9.08 -1.28 -0.56
O 7.21 -2.70 -0.04
C -0.58 -0.62 -1.39
C -1.89 -0.86 -2.11
C 0.20 0.47 -2.16
C 1.31 -0.11 -3.06
H -1.52 7.28 1.69
H -2.99 6.32 1.37
H -1.94 6.84 0.04
H -0.11 5.41 0.83
H -1.06 4.90 2.24
H -0.16 3.40 -0.61
H -0.36 2.83 1.05
H -2.82 2.38 -0.27
H -1.67 1.83 -1.43
H -1.51 1.00 1.44
H -3.47 0.41 1.68
H -4.87 2.05 1.08
H -6.84 2.71 -0.30
H -7.41 1.35 -2.29
H -4.31 -1.22 -1.64
H -3.16 -2.01 -0.10
H -1.34 -3.08 -0.76
H -1.70 -3.71 0.81
H 0.99 -3.30 1.11
H -0.60 -5.62 -0.02
H 0.27 -5.47 1.51
H 1.18 -5.65 0.03
H 0.61 -1.80 2.63
H -1.09 -3.07 2.96
H -1.98 -0.02 3.43
H 0.64 1.17 0.43
H 0.28 0.24 1.84
H 2.02 -0.95 -0.38
H 1.92 -1.40 1.31
H 3.70 -0.14 1.65
H 2.59 1.19 1.67
H 4.46 1.77 0.33
H 3.13 1.62 -0.77
H 4.57 0.18 -1.97
H 4.26 -1.01 -0.69
H 6.49 1.06 -0.66
H 6.19 -0.21 0.57
H 9.15 -0.32 -0.05
H 9.70 -2.02 -0.08
H 9.40 -1.11 -1.59
H -0.02 -1.55 -1.48
H -1.65 -0.94 -3.17
H -2.38 -1.79 -1.85
H -2.58 -0.02 -2.02
H 0.59 1.27 -1.55
H -0.51 0.95 -2.83
H 1.71 -1.06 -2.69
H 2.11 0.60 -3.18
H 0.92 -0.31 -4.06
*
```

Atom charges from the Mulliken analysis, given in e for atoms 1 to 4:
1 C -1.2764
2 C -0.2321
3 O -0.3267
4 C -1.3638

***

# C28H50BF5N6O7PS

A 6-piece molecular cluster, C28H50BF5N6O7PS overall (wB97M-V/def2-TZVPD, OMol25).

Properties
- Kohn-Sham gap: 0.3957 Eh
- LUMO energy: -2.0 eV
- HOMO: -0.4696 Ha

ORCA input file:
```
! RIJCOSX wB97M-V def2-TZVPD def2/J DEFGRID3
* xyz 1 1
C 1.32 -2.00 0.41
C 1.65 -0.71 1.14
N 1.57 0.54 0.27
O 2.52 0.32 -0.75
C 0.23 0.76 -0.32
C -0.81 1.22 0.75
P -2.04 -0.15 1.13
O -3.20 -0.25 0.23
S -1.57 2.69 -0.09
O -0.56 3.70 -0.02
O -2.10 2.23 -1.32
C -3.01 3.38 0.92
F -4.08 2.64 0.69
F -3.16 4.59 0.39
C -2.82 3.54 2.45
F -1.64 4.09 2.72
F -3.78 4.31 2.92
F -2.88 2.34 3.04
O -0.26 1.52 1.99
C 0.96 2.27 2.03
C 2.03 1.75 1.04
B 2.55 2.95 0.08
O 2.23 2.98 -1.25
O 3.21 3.97 0.69
H 0.47 -2.51 0.85
H 1.11 -1.85 -0.65
H 2.16 -2.69 0.44
H 1.04 -0.50 2.01
H 2.69 -0.71 1.47
H 2.12 0.58 -1.60
H -0.10 -0.15 -0.81
H 0.35 1.52 -1.09
H -1.17 -1.25 1.09
H -2.28 0.07 2.48
H 0.74 3.32 1.85
H 1.32 2.17 3.05
H 2.88 1.40 1.63
H 2.96 2.73 -1.83
H 3.91 3.76 1.32
C 6.44 2.51 -5.73
C 4.99 2.92 -5.95
C 4.29 3.31 -4.64
C 4.18 2.18 -3.72
N 4.10 1.29 -2.99
H 6.52 1.62 -5.10
H 6.92 2.28 -6.68
H 7.01 3.31 -5.25
H 4.44 2.11 -6.43
H 4.94 3.78 -6.62
H 3.28 3.68 -4.83
H 4.84 4.11 -4.13
C 2.43 -4.88 -4.95
C 1.09 -5.52 -4.61
C 0.27 -4.70 -3.61
C 0.92 -4.61 -2.30
N 1.42 -4.55 -1.27
H 3.06 -4.81 -4.06
H 2.96 -5.46 -5.69
H 2.29 -3.87 -5.35
H 1.24 -6.52 -4.21
H 0.48 -5.63 -5.51
H -0.72 -5.14 -3.47
H 0.11 -3.68 -3.98
C -4.37 7.61 3.38
C -4.99 7.43 4.76
C -5.73 8.69 5.23
C -4.83 9.82 5.40
N -4.12 10.72 5.53
H -3.63 8.41 3.38
H -3.88 6.69 3.06
H -5.13 7.86 2.64
H -4.21 7.19 5.49
H -5.69 6.60 4.76
H -6.24 8.51 6.18
H -6.50 8.97 4.51
C -0.91 -2.42 3.92
C -0.31 -2.45 5.32
C 0.37 -1.12 5.68
C 1.47 -0.78 4.77
N 2.28 -0.50 4.01
H -0.13 -2.32 3.16
H -1.46 -3.34 3.71
H -1.60 -1.58 3.83
H 0.40 -3.27 5.40
H -1.08 -2.62 6.07
H 0.75 -1.13 6.70
H -0.35 -0.30 5.62
C -0.96 -9.76 -2.97
C -1.55 -8.97 -1.81
C -2.90 -8.33 -2.16
C -2.77 -7.32 -3.21
N -2.67 -6.55 -4.05
H -0.75 -9.11 -3.83
H -0.03 -10.24 -2.68
H -1.65 -10.54 -3.31
H -0.85 -8.19 -1.49
H -1.71 -9.63 -0.95
H -3.34 -7.84 -1.28
H -3.61 -9.08 -2.50
*
```

Atom charges from the Mulliken analysis, given in e for atoms 1 to 4:
1 C -1.9857
2 C 0.3259
3 N 0.8866
4 O -0.5534

***

# C28H50F2NO28S8Si

C28H50F2NO28S8Si as an isolated structure (wB97M-V/def2-TZVPD, OMol25).

Properties
- Kohn-Sham gap: 0.2672 Eh
- LUMO energy: 1.3 eV
- HOMO: -0.2192 Ha

ORCA input file:
```
! RIJCOSX wB97M-V def2-TZVPD def2/J DEFGRID3
* xyz -1 1
C -0.36 -1.03 5.52
C -0.36 0.48 5.00
C 0.30 0.60 3.55
C -0.38 1.84 2.81
C -1.14 1.46 1.48
S 0.84 3.16 2.38
O 1.74 3.48 3.49
O 1.67 2.56 1.30
N 0.04 4.46 1.68
S -0.42 5.63 2.78
O -1.09 6.71 2.01
O 0.73 6.27 3.45
C -1.68 5.08 4.03
F -1.00 4.39 5.03
F -2.21 6.23 4.65
C -2.90 4.27 3.42
C -3.46 3.23 4.46
Si -4.75 2.00 3.78
C -5.89 1.55 5.28
C -3.99 0.32 3.23
C -5.82 2.76 2.41
C -5.28 3.38 1.19
C -6.18 3.98 0.20
C -7.64 3.99 0.36
C -8.16 3.33 1.58
C -7.29 2.72 2.58
H -1.30 -1.19 6.13
H 0.51 -1.25 6.20
H -0.44 -1.76 4.66
H 0.19 1.12 5.76
H -1.45 0.78 4.99
H -0.04 -0.31 3.00
H 1.41 0.70 3.66
H -1.08 2.30 3.55
H -2.16 1.95 1.53
H -1.28 0.37 1.32
H -0.66 1.93 0.57
H -2.51 3.78 2.49
H -3.68 5.03 3.17
H -3.95 3.83 5.29
H -2.66 2.61 4.97
H -5.23 1.16 6.11
H -6.43 2.47 5.61
H -6.56 0.71 4.96
H -4.83 -0.44 3.21
H -3.62 0.40 2.18
H -3.23 -0.05 3.97
H -4.18 3.39 1.04
H -5.77 4.47 -0.72
H -8.34 4.46 -0.37
H -9.27 3.31 1.70
H -7.77 2.24 3.47
C 1.19 -3.66 0.47
C 2.26 -2.85 1.17
O 1.63 -2.34 2.34
S 0.53 -3.40 2.86
O 1.11 -4.19 3.89
O -0.71 -2.73 3.01
O 0.46 -4.30 1.52
H 0.50 -3.01 -0.08
H 1.60 -4.40 -0.21
H 2.64 -2.04 0.55
H 3.09 -3.49 1.48
C 3.08 -5.74 -4.78
C 3.12 -6.82 -3.71
O 4.02 -6.31 -2.72
S 3.91 -4.70 -2.67
O 3.03 -4.35 -1.60
O 5.22 -4.16 -2.80
O 3.12 -4.50 -4.06
H 3.96 -5.78 -5.42
H 2.18 -5.80 -5.39
H 3.47 -7.77 -4.10
H 2.14 -6.95 -3.24
C -0.88 -8.18 0.63
C -1.39 -6.88 0.03
O -1.03 -6.94 -1.35
S -1.07 -8.48 -1.84
O -2.32 -8.72 -2.48
O 0.17 -8.79 -2.46
O -1.11 -9.17 -0.38
H 0.20 -8.13 0.81
H -1.39 -8.44 1.55
H -0.95 -6.00 0.50
H -2.48 -6.82 0.10
C 7.88 -1.20 -2.81
C 8.58 -2.40 -3.42
O 8.78 -2.06 -4.79
S 9.01 -0.46 -4.91
O 10.41 -0.21 -4.97
O 8.10 0.05 -5.87
O 8.49 -0.07 -3.43
H 6.82 -1.19 -3.06
H 8.00 -1.15 -1.73
H 7.98 -3.31 -3.33
H 9.56 -2.56 -2.96
C 11.03 4.50 -5.95
C 11.91 4.89 -4.78
O 11.83 3.79 -3.87
S 11.64 2.42 -4.72
O 12.92 1.80 -4.87
O 10.51 1.73 -4.22
O 11.25 3.10 -6.13
H 9.97 4.65 -5.72
H 11.28 5.04 -6.85
H 11.58 5.81 -4.29
H 12.95 5.00 -5.09
C -10.33 2.91 -4.73
C -10.32 1.88 -3.61
O -9.43 2.41 -2.63
S -9.53 4.02 -2.65
O -10.42 4.43 -1.62
O -8.22 4.55 -2.78
O -10.29 4.17 -4.06
H -9.44 2.82 -5.35
H -11.22 2.83 -5.35
H -9.97 0.90 -3.95
H -11.30 1.77 -3.16
*
```

Atom charges from the Mulliken analysis, given in e for atoms 1 to 4:
1 C -1.0207
2 C 0.3647
3 C -0.0173
4 C 2.4741

***

# C28H50HoN3O2P2

C28H50HoN3O2P2 as an isolated structure (wB97M-V/def2-TZVPD, OMol25).

Properties
- Kohn-Sham gap (alpha / beta): 0.2642 / 0.2651 Eh
- LUMO energy (alpha / beta): -6.2 / -6.1 eV
- HOMO (alpha / beta): -0.4914 / -0.4900 Ha

ORCA input file:
```
! RIJCOSX wB97M-V def2-TZVPD def2/J DEFGRID3
* xyz 2 5
Ho 0.32 -0.04 0.01
P 0.07 -2.18 -1.22
P 0.39 2.37 0.71
N 1.49 0.56 -1.71
C 1.68 -1.87 -2.09
H 2.32 -2.73 -1.85
H 1.44 -1.93 -3.16
C 2.44 -0.57 -1.79
H 2.98 -0.63 -0.83
H 3.15 -0.33 -2.58
C 2.01 1.95 -1.61
H 1.34 2.57 -2.20
H 2.99 1.95 -2.05
C 2.04 2.44 -0.14
H 2.33 3.49 -0.12
H 2.77 1.86 0.44
C 0.52 2.64 2.43
C 0.71 1.44 3.37
H 1.73 1.02 3.35
H 0.00 0.63 3.13
H 0.49 1.73 4.40
C -0.73 3.45 -0.14
C -2.19 3.27 0.36
H -2.88 3.33 -0.48
H -2.46 4.04 1.08
H -2.33 2.28 0.83
C -1.19 -2.41 -2.40
C -2.41 -3.07 -1.74
H -3.30 -3.00 -2.37
H -2.63 -2.62 -0.78
H -2.20 -4.14 -1.59
C 0.36 -3.53 -0.09
C -0.73 -3.75 0.97
H -0.35 -4.43 1.74
H -1.64 -4.18 0.55
H -1.01 -2.82 1.47
C -1.57 -0.34 1.00
C -0.22 4.89 0.07
H 0.58 4.95 0.79
H 0.12 5.33 -0.87
H -1.05 5.53 0.43
C -0.55 -3.30 -3.46
H -1.23 -4.13 -3.70
H -0.34 -2.74 -4.37
H 0.39 -3.74 -3.11
C 0.60 -4.76 -0.95
H 0.82 -5.62 -0.30
H -0.28 -5.02 -1.54
H 1.45 -4.64 -1.62
C -0.68 3.47 2.84
H -1.63 2.94 2.68
H -0.63 3.71 3.91
H -0.71 4.39 2.28
H 1.43 3.24 2.47
H 1.29 -3.27 0.45
H -0.71 3.20 -1.20
H -1.51 -1.45 -2.86
O -2.67 -0.52 1.60
H 0.79 0.50 -2.46
H -1.23 0.65 -1.16
C 1.68 -2.40 6.31
N 1.10 -2.10 5.03
N 1.87 -1.74 3.87
C 0.98 -1.46 2.87
O 1.34 -0.93 1.71
C -0.32 -1.69 3.41
C -0.20 -2.06 4.71
C -1.30 -2.33 5.62
C 3.28 -1.57 4.00
C 4.14 -2.51 3.41
C 5.49 -2.43 3.67
C 6.01 -1.43 4.48
C 5.15 -0.49 5.06
C 3.78 -0.57 4.82
H 0.87 -2.65 7.00
H 2.20 -1.53 6.73
H 2.35 -3.25 6.25
H -1.30 -1.52 2.98
H -1.26 -3.36 6.00
H -1.30 -1.62 6.45
H -2.27 -2.21 5.10
H 3.71 -3.32 2.80
H 6.17 -3.18 3.23
H 7.08 -1.38 4.70
H 5.54 0.30 5.71
H 3.10 0.14 5.30
*
```

Atom charges from the Mulliken analysis, given in e for atoms 1 to 4:
1 Ho -0.8111
2 P 0.4297
3 P -0.2594
4 N -0.0642

***

# C28H50MgN3O2P2

C28H50MgN3O2P2 as an isolated structure (wB97M-V/def2-TZVPD, OMol25).

Properties
- Kohn-Sham gap: 0.2544 Eh
- LUMO energy: -2.2 eV
- HOMO: -0.3359 Ha

ORCA input file:
```
! RIJCOSX wB97M-V def2-TZVPD def2/J DEFGRID3
* xyz 1 1
Mg 0.46 0.07 -0.87
P 0.27 -1.91 -2.54
P 0.40 2.63 -0.57
N 0.90 0.95 -2.92
C 1.07 -1.30 -4.08
H 2.03 -1.82 -4.19
H 0.43 -1.59 -4.93
C 1.35 0.22 -4.09
H 2.46 0.37 -4.12
H 0.96 0.60 -5.09
C 1.01 2.38 -3.25
H 0.03 2.79 -3.61
H 1.74 2.56 -4.08
C 1.46 3.14 -2.00
H 1.47 4.23 -2.15
H 2.48 2.77 -1.80
C 1.23 3.51 0.80
C 2.43 2.67 1.29
H 3.16 2.49 0.49
H 2.09 1.71 1.69
H 2.92 3.23 2.10
C -1.16 3.49 -0.97
C -2.30 3.05 -0.03
H -3.26 3.29 -0.50
H -2.25 3.58 0.93
H -2.28 1.97 0.16
C -1.38 -2.49 -3.12
C -2.14 -3.23 -2.01
H -3.18 -3.34 -2.33
H -2.13 -2.68 -1.07
H -1.73 -4.24 -1.86
C 1.28 -3.35 -1.99
C 0.83 -3.84 -0.60
H 1.65 -4.42 -0.15
H -0.05 -4.48 -0.66
H 0.60 -3.01 0.09
C 2.64 -0.19 -0.99
O 3.78 -0.18 -1.15
C -0.97 5.02 -1.05
H 0.04 5.35 -0.82
H -1.21 5.36 -2.07
H -1.66 5.52 -0.36
C -1.37 -3.25 -4.46
H -2.20 -3.97 -4.47
H -1.49 -2.56 -5.30
H -0.44 -3.82 -4.62
C 1.36 -4.50 -3.00
H 2.06 -5.25 -2.61
H 0.39 -4.98 -3.15
H 1.75 -4.16 -3.97
C 0.28 3.84 1.94
H -0.27 2.95 2.29
H 0.87 4.22 2.78
H -0.45 4.62 1.67
H 1.61 4.44 0.34
H 2.29 -2.92 -1.89
H -1.41 3.12 -1.98
H -1.89 -1.52 -3.29
H -1.06 0.82 -3.07
H -1.70 0.90 -3.53
C 0.48 -0.41 5.53
N 0.71 -0.64 4.12
N -0.30 -0.60 3.18
C 0.28 -0.72 1.93
O -0.41 -0.59 0.85
C 1.66 -0.86 2.17
C 1.89 -0.77 3.51
C 3.16 -0.78 4.28
C -1.68 -0.69 3.50
C -2.27 0.29 4.30
C -3.63 0.15 4.64
C -4.35 -0.94 4.18
C -3.76 -1.89 3.34
C -2.41 -1.76 2.99
H 1.18 -1.03 6.09
H -0.53 -0.68 5.82
H 0.65 0.64 5.82
H 2.41 -0.99 1.38
H 3.39 0.21 4.72
H 3.15 -1.51 5.10
H 3.99 -1.04 3.61
H -1.68 1.13 4.65
H -4.08 0.89 5.29
H -5.40 -1.06 4.46
H -4.31 -2.75 2.98
H -1.92 -2.49 2.36
*
```

Atom charges from the Mulliken analysis, given in e for atoms 1 to 4:
1 Mg 3.2338
2 P 0.1563
3 P -0.4512
4 N 0.4192

***

| no. | largest force on an atom (hartree/bohr) |
| --- | --- |
| 1 | 0.0174 |
| 2 | 0.0133 |
| 3 | 0.1068 |
| 4 | 0.2780 |
| 5 | 0.0704 |